(1)
Formula: C18H16F3N3O
Source: OMol25
Level of theory: the ωB97M-V functional and the def2-TZVPD basis

```
41
Properties=species:S:1:pos:R:3:lowdin_charge:R:1
O -5.735 3.102 -2.745 0.050
C -4.909 2.258 -1.998 -0.266
C -3.516 2.782 -2.344 -0.010
N -2.396 2.088 -1.660 -0.017
C -1.426 1.533 -2.401 0.036
C -0.386 0.861 -1.817 0.068
C -0.339 0.755 -0.431 -0.124
C 0.765 0.004 0.232 -0.127
C 0.703 -1.385 0.332 0.065
C 1.735 -2.061 0.937 0.049
N 2.794 -1.397 1.432 0.013
C 3.881 -2.141 2.060 -0.201
C 3.790 -2.529 3.386 0.015
C 4.865 -3.229 3.908 -0.013
C 5.948 -3.494 3.072 -0.085
N 6.017 -3.111 1.799 0.105
C 4.997 -2.438 1.290 -0.065
C 2.875 -0.057 1.346 0.049
C 1.874 0.669 0.751 0.064
C -1.346 1.356 0.318 0.068
C -2.360 2.015 -0.321 0.028
C -5.109 0.788 -2.390 -0.553
F -5.043 0.616 -3.721 0.175
F -6.285 0.352 -1.940 0.185
F -4.129 0.008 -1.836 0.126
H -6.666 2.897 -2.586 0.136
H -5.129 2.342 -0.929 0.164
H -3.465 3.839 -2.094 0.162
H -3.357 2.685 -3.415 0.149
H -1.510 1.630 -3.473 0.163
H 0.369 0.425 -2.454 0.148
H -0.136 -1.941 -0.058 0.146
H 1.747 -3.136 1.036 0.166
H 2.923 -2.298 3.990 0.131
H 4.870 -3.560 4.935 0.123
H 6.800 -4.039 3.455 0.126
H 5.057 -2.129 0.253 0.131
H 3.762 0.395 1.766 0.166
H 1.970 1.743 0.693 0.146
H -1.343 1.309 1.397 0.148
H -3.157 2.495 0.225 0.160
```

Summary:
- HOMO (eV) = -15.330
- charge = +2
- LUMO (eV) = -7.4
- strongest force on any atom (hartree/bohr) = 0.013
- Kohn-Sham gap (eV) = 7.97

=====

(2)
Formula: C18H16F3NO4S
Source: OMol25
Level of theory: the ωB97M-V functional and the def2-TZVPD basis

```
43
Properties=species:S:1:pos:R:3:lowdin_charge:R:1
O -3.522 -3.418 0.508 -0.283
S -2.431 -3.368 1.515 0.802
O -2.763 -2.538 2.682 -0.266
O -1.944 -4.920 1.872 -0.070
C -3.018 -5.786 2.139 -0.665
F -4.012 -5.760 1.258 0.177
F -2.553 -7.127 2.220 0.099
F -3.474 -5.561 3.345 0.197
C -1.086 -2.548 0.641 -0.213
C -0.876 -2.858 -0.716 -0.051
C 0.270 -2.514 -1.365 -0.021
C 1.089 -1.605 -0.669 -0.018
C 0.848 -1.068 0.565 -0.188
C 1.727 -0.109 1.152 -0.167
C 2.507 -0.320 2.314 0.002
C 3.011 0.930 2.610 -0.113
O 2.690 1.822 1.667 0.019
C 1.793 1.270 0.799 -0.070
C 1.175 2.300 -0.216 -0.050
C 1.621 3.580 -0.376 -0.091
N 0.904 4.310 -1.290 -0.135
C 1.107 3.693 -2.707 -0.096
C 0.745 2.206 -2.611 -0.164
C 0.170 1.843 -1.302 -0.301
C -1.042 2.787 -1.098 -0.139
C -0.549 4.286 -1.048 -0.155
C -0.253 -1.622 1.285 0.054
H -1.517 -3.361 -1.243 0.061
H 0.508 -2.904 -2.317 0.107
H 1.935 -1.269 -1.234 0.119
H 2.651 -1.307 2.799 0.133
H 3.570 1.289 3.514 0.142
H 2.501 3.910 0.262 0.144
H 2.122 3.923 -2.952 0.105
H 0.478 4.152 -3.436 0.102
H 1.720 1.592 -2.593 0.146
H -0.097 1.917 -3.276 0.127
H -0.228 0.773 -1.235 0.156
H -1.617 2.621 -0.072 0.139
H -1.871 2.626 -1.867 0.120
H -0.787 4.547 -0.022 0.110
H -1.046 4.900 -1.747 0.096
H -0.452 -1.314 2.244 0.099
```

Summary:
- HOMO (eV) = -8.212
- charge = 0
- LUMO (eV) = -0.2
- strongest force on any atom (hartree/bohr) = 0.118
- Kohn-Sham gap (eV) = 8.01

=====

(3)
Formula: C18H16F4N2O3
Source: OMol25
Level of theory: the ωB97M-V functional and the def2-TZVPD basis

```
43
Properties=species:S:1:pos:R:3:lowdin_charge:R:1
C 0.953 -3.308 -0.103 -0.052
C 0.072 -2.108 -0.450 -0.335
C -0.229 -1.351 0.815 -0.102
C -0.965 -0.046 0.566 -0.056
C -1.708 0.596 1.560 -0.121
C -1.790 0.139 2.936 -0.149
C -3.061 -0.177 3.435 -0.005
C -3.280 -0.675 4.731 0.006
C -2.149 -0.874 5.529 -0.264
F -2.349 -1.336 6.781 0.060
C -0.849 -0.511 5.114 0.086
C -0.709 0.026 3.809 -0.175
F 0.540 0.429 3.394 0.059
C -2.439 1.736 1.160 0.069
C -2.319 2.259 -0.150 -0.179
C -2.955 3.545 -0.500 -0.493
N -2.900 4.055 -1.776 0.158
O -3.571 4.242 0.271 0.053
N -1.610 1.605 -1.078 0.197
C -0.885 0.527 -0.717 -0.234
O -0.158 -0.046 -1.718 0.024
C 0.720 -1.177 -1.458 -0.203
C 2.186 -0.721 -1.081 -0.096
O 3.192 -1.440 -1.835 -0.038
C 4.479 -1.545 -1.166 -0.449
F 4.604 -2.745 -0.613 0.120
F 5.463 -1.338 -2.038 0.120
H 1.184 -3.967 -1.014 0.115
H 0.414 -3.962 0.607 0.087
H 1.910 -3.026 0.362 0.076
H -0.855 -2.487 -0.897 0.159
H 0.669 -1.119 1.365 0.112
H -0.917 -1.972 1.481 0.160
H -3.938 -0.086 2.758 0.139
H -4.285 -0.961 5.055 0.123
H -0.023 -0.632 5.840 0.138
H -2.981 2.339 1.904 0.135
H -3.362 4.924 -1.939 0.101
H -2.297 3.620 -2.461 0.091
H 0.781 -1.746 -2.395 0.163
H 2.257 0.342 -1.323 0.136
H 2.382 -0.864 -0.012 0.117
H 4.566 -0.792 -0.434 0.147
```

Summary:
- relative energy (zero: lowest compared OMol25 entry of this formula, charge and spin) (eV) = 0.000
- HOMO (eV) = -9.095
- charge = 0
- LUMO (eV) = 0.0
- strongest force on any atom (hartree/bohr) = 0.058
- Kohn-Sham gap (eV) = 9.13

=====

(4)
Formula: C18H16F5IrN3O16P2
Source: OMol25
Level of theory: the ωB97M-V functional and the def2-TZVPD basis

```
61
Properties=species:S:1:pos:R:3:lowdin_charge:R:1
Ir -1.006 -0.776 -0.080 1.696
N -1.946 -2.568 -1.181 -0.067
C -2.620 -2.343 -2.464 -0.229
C -3.530 -1.118 -2.389 -0.108
C -2.746 0.201 -2.442 -0.635
O -2.753 0.861 -3.466 0.051
O -2.100 0.537 -1.365 -0.180
H -1.220 -3.276 -1.235 0.082
H -2.586 -2.870 -0.451 0.082
H -3.202 -3.226 -2.748 0.111
H -1.853 -2.191 -3.227 0.126
H -4.119 -1.157 -1.469 0.114
H -4.210 -1.126 -3.239 0.114
C 0.473 -4.455 3.624 -0.082
C 0.446 -3.116 2.902 -0.579
O 1.427 -2.252 3.486 -0.065
P 1.035 -3.289 1.188 0.495
O 0.354 -4.546 0.482 -0.101
O 2.542 -3.804 1.365 -0.110
O 0.958 -2.091 0.323 -0.321
P -1.280 -2.385 2.931 0.332
O -0.934 -0.906 3.428 -0.159
O -2.122 -3.163 3.853 -0.285
O -1.675 -2.319 1.452 -0.441
H 1.457 -4.924 3.554 0.080
H -0.297 -5.121 3.233 0.081
H 0.230 -4.281 4.670 0.091
H 1.016 -1.372 3.531 0.085
H 0.388 -5.353 1.014 0.088
H 3.038 -3.190 1.929 0.092
H -1.368 -0.235 2.828 0.039
O 0.605 -0.222 -1.700 -0.060
C 1.095 0.635 -0.927 -0.625
O 0.653 0.829 0.232 -0.049
C 2.266 1.450 -1.394 -0.071
C 2.835 2.390 -0.544 0.096
C 3.916 3.125 -1.000 -0.107
C 4.451 2.964 -2.264 0.083
C 3.858 2.016 -3.075 -0.109
C 2.775 1.255 -2.671 0.094
N 4.414 1.808 -4.426 -0.351
O 5.341 2.518 -4.767 0.075
O 3.920 0.936 -5.109 0.088
N 4.539 4.120 -0.105 -0.351
O 5.419 4.819 -0.571 0.074
O 4.111 4.202 1.027 0.093
H 2.433 2.535 0.448 0.137
H 5.292 3.550 -2.600 0.129
H 2.326 0.524 -3.326 0.136
F -3.289 5.656 0.614 0.102
C -2.983 4.369 0.833 -0.147
C -1.833 4.030 1.524 -0.144
F -1.032 4.994 1.993 0.107
C -1.519 2.700 1.740 -0.143
F -0.434 2.414 2.469 0.108
C -2.327 1.661 1.262 -0.268
O -2.028 0.388 1.460 -0.227
C -3.502 2.039 0.600 -0.152
F -4.340 1.100 0.147 0.110
C -3.820 3.364 0.377 -0.140
F -4.940 3.686 -0.281 0.111
```

Summary:
- relative energy (zero: lowest compared OMol25 entry of this formula, charge and spin) (eV) = 0.285
- expectation value of S² = 6.008
- HOMO (spin up / spin down) (eV) = -5.546 / -6.142
- charge = -1
- LUMO (spin up / spin down) (eV) = 1.0 / 0.9
- spin multiplicity = 5
- strongest force on any atom (hartree/bohr) = 0.010
- Kohn-Sham gap (spin up / spin down) (eV) = 6.52 / 7.02

=====

(5)
Formula: C18H16N2O2
Source: OMol25
Level of theory: the ωB97M-V functional and the def2-TZVPD basis

```
38
Properties=species:S:1:pos:R:3:lowdin_charge:R:1
C 1.346 -4.317 -1.274 -0.103
C -0.123 -3.925 -1.311 -0.092
C -0.139 -2.380 -1.153 -0.430
O -1.168 -1.693 -1.091 0.026
N 1.181 -1.988 -1.072 0.079
C 2.085 -3.021 -1.000 -0.472
O 3.280 -2.868 -0.739 0.037
H 1.604 -5.045 -0.495 0.121
H 1.680 -4.709 -2.237 0.119
H -0.591 -4.218 -2.262 0.117
H -0.677 -4.411 -0.493 0.119
C 1.942 0.309 -1.635 -0.056
C 0.660 0.916 -1.607 -0.023
N 0.007 1.131 -0.475 0.059
C -1.173 1.906 -0.393 -0.132
C -1.858 2.552 -1.398 0.002
C -2.948 3.362 -1.031 -0.065
C -3.317 3.504 0.316 -0.075
C -2.592 2.868 1.329 -0.001
C -1.511 2.071 0.958 -0.108
C -0.534 1.376 1.740 -0.109
C 0.383 0.761 0.856 -0.097
C 1.414 -0.017 1.346 0.010
C 1.622 -0.025 2.745 -0.047
C 0.734 0.635 3.621 -0.073
C -0.379 1.319 3.122 -0.008
H 2.343 0.167 -2.640 0.100
H 2.680 0.719 -0.950 0.110
H 1.679 -0.790 -1.273 0.008
H 0.138 1.165 -2.522 0.136
H -1.525 2.407 -2.421 0.106
H -3.520 3.890 -1.794 0.105
H -4.171 4.122 0.588 0.104
H -2.814 2.956 2.390 0.113
H 1.993 -0.629 0.654 0.093
H 2.486 -0.550 3.156 0.108
H 0.905 0.623 4.700 0.104
H -1.123 1.828 3.744 0.116
```

Summary:
- relative energy (zero: lowest compared OMol25 entry of this formula, charge and spin) (eV) = 2.639
- HOMO (eV) = -8.311
- charge = 0
- LUMO (eV) = -0.6
- strongest force on any atom (hartree/bohr) = 0.072
- Kohn-Sham gap (eV) = 7.72